(1)
# H4O2

2 unconnected molecules or ions with the total composition H4O2 in a non-equilibrium geometry (ωB97M-V/def2-TZVPD, the Open Molecules 2025 dataset).

```
! wB97M-V def2-TZVPD RIJCOSX def2/J DEFGRID3
* xyz 0 1
O -1.625 -0.011 -0.101
H -1.532 -0.451 0.758
H -0.998 0.692 -0.041
O 1.458 -0.075 0.068
H 2.059 -0.314 -0.695
H 1.811 0.764 0.241
*
```

Computed properties:
Orbital gap   11.8 eV

In elementary charge units, the Löwdin charges are: O -0.061; H 0.040; H -0.005; O -0.051; H 0.079; H -0.003

(2)
# C5H6Cl2FeN2O4Tm

A molecular structure, C5H6Cl2FeN2O4Tm in a non-equilibrium geometry (ωB97M-V/def2-TZVPD, the Open Molecules 2025 dataset).

```
! wB97M-V def2-TZVPD RIJCOSX def2/J DEFGRID3
* xyz 4 8
Tm 1.789 1.294 -2.205
Fe -0.320 -0.477 -0.770
Cl 1.994 2.121 0.098
Cl 0.906 -1.111 -2.630
C -1.937 -1.046 -1.757
C 1.764 3.686 -2.404
C 1.350 1.850 -4.586
O -2.531 -2.043 -1.835
O 1.808 4.834 -2.298
O 1.137 2.094 -5.693
C -1.885 -0.095 1.700
N -0.960 -0.927 2.451
C 0.180 -1.435 1.959
N 0.999 -2.097 2.830
O 0.530 -1.340 0.747
H -1.402 0.381 0.809
H -2.218 0.676 2.405
H -2.759 -0.688 1.390
H -1.126 -1.119 3.437
H 1.906 -2.416 2.536
H 0.772 -2.140 3.815
*
```

Computed properties:
Orbital gap (alpha / beta)   8.9 / 5.5 eV

In elementary charge units, the Löwdin charges are: Tm 1.066; Fe 0.557; Cl 0.079; Cl 0.272; C 0.013; C -0.089; C 0.002; O 0.263; O 0.249; O 0.250; C 0.080; N 0.232; C -0.398; N 0.472; O -0.059; H 0.074; H 0.165; H 0.164; H 0.217; H 0.197; H 0.194

(3)
# C28H52FN2O6

5 unconnected molecules or ions with the total composition C28H52FN2O6 in a non-equilibrium geometry (ωB97M-V/def2-TZVPD, the Open Molecules 2025 dataset).

```
! wB97M-V def2-TZVPD RIJCOSX def2/J DEFGRID3
* xyz 1 1
C -0.437 0.280 1.497
C 0.482 1.210 0.927
C 1.685 1.974 0.051
C 1.403 3.554 0.140
C 0.845 4.353 -1.148
N 1.247 3.915 -2.512
C 2.789 3.923 -2.596
C 3.332 4.784 -3.924
C 3.120 6.403 -3.744
F 4.827 4.564 -3.924
N 0.788 2.746 -3.024
C 0.707 2.740 -4.559
C 1.661 1.765 -5.519
O -0.133 3.552 -5.260
C -0.559 2.282 -2.576
C -1.993 3.084 -2.679
O -0.639 1.016 -2.075
H -0.922 -0.695 1.982
H 2.676 1.751 0.681
H 1.868 1.499 -0.996
H 2.407 4.090 0.499
H 0.635 3.739 1.035
H -0.326 4.520 -0.980
H 1.278 5.465 -1.039
H 0.960 4.691 -3.185
H 3.278 4.503 -1.673
H 3.212 2.807 -2.604
H 2.953 4.345 -4.939
H 3.480 6.924 -4.756
H 3.830 6.872 -2.906
H 2.001 6.735 -3.600
H 0.910 0.988 -6.027
H 2.084 2.412 -6.426
H 2.498 1.228 -4.901
H -2.823 2.253 -2.891
H -2.032 3.913 -3.503
H -2.225 3.479 -1.589
C 0.233 -3.595 -7.550
C -0.438 -2.960 -6.359
C 0.459 -1.773 -6.086
O 1.009 -1.367 -7.347
C 0.727 -2.387 -8.316
H -0.431 -4.231 -8.140
H 1.084 -4.201 -7.217
H -1.440 -2.614 -6.638
H -0.534 -3.629 -5.500
H 1.293 -2.047 -5.430
H -0.080 -0.935 -5.633
H -0.045 -2.002 -8.991
H 1.627 -2.600 -8.900
C 0.875 -3.029 5.430
C 2.259 -2.528 5.107
C 2.062 -1.917 3.736
O 0.711 -1.440 3.683
C -0.001 -1.960 4.815
H 0.695 -3.163 6.500
H 0.701 -3.989 4.930
H 2.549 -1.750 5.824
H 3.024 -3.308 5.121
H 2.183 -2.667 2.946
H 2.752 -1.091 3.542
H -0.167 -1.133 5.513
H -0.972 -2.346 4.494
C -1.445 -0.085 8.997
C -2.873 -0.420 8.654
C -2.711 -1.654 7.794
O -1.533 -2.331 8.254
C -0.824 -1.457 9.142
H -1.341 0.528 9.897
H -0.978 0.450 8.162
H -3.425 -0.672 9.568
H -3.405 0.388 8.146
H -2.555 -1.388 6.743
H -3.571 -2.327 7.859
H -0.948 -1.843 10.160
H 0.241 -1.464 8.894
C -3.434 -4.583 0.523
C -2.444 -3.811 -0.310
C -2.782 -2.379 0.042
O -3.272 -2.386 1.390
C -3.511 -3.746 1.781
H -3.134 -5.616 0.717
H -4.409 -4.597 0.023
H -1.423 -4.045 0.016
H -2.516 -4.016 -1.381
H -3.579 -1.989 -0.601
H -1.917 -1.713 -0.032
H -2.730 -4.030 2.495
H -4.482 -3.821 2.277
*
```

Computed properties:
Orbital gap   6.2 eV

In elementary charge units, the Löwdin charges are: C 0.092; C -0.084; C -0.198; C -0.190; C -0.124; N -0.130; C -0.033; C -0.223; C -0.062; F -0.098; N -0.038; C -0.195; C 0.007; O 0.004; C -0.244; C -0.016; O 0.016; H 0.076; H 0.132; H 0.098; H 0.128; H 0.146; H 0.152; H 0.169; H 0.184; H 0.161; H 0.172; H 0.144; H 0.114; H 0.118; H 0.091; H 0.098; H 0.121; H 0.103; H 0.126; H 0.092; H 0.103; C -0.177; C -0.178; C -0.223; O -0.157; C -0.200; H 0.120; H 0.120; H 0.120; H 0.118; H 0.120; H 0.099; H 0.120; H 0.121; C -0.171; C -0.177; C -0.204; O -0.182; C -0.202; H 0.112; H 0.121; H 0.118; H 0.118; H 0.118; H 0.115; H 0.114; H 0.116; C -0.183; C -0.180; C -0.206; O -0.150; C -0.207; H 0.117; H 0.114; H 0.119; H 0.117; H 0.107; H 0.120; H 0.120; H 0.114; C -0.180; C -0.181; C -0.212; O -0.151; C -0.204; H 0.118; H 0.119; H 0.118; H 0.115; H 0.118; H 0.093; H 0.114; H 0.120

Number 1: E -152.8640 hartree. Number 2: E -3872.1511 hartree. Number 3: E -1758.1159 hartree.